Entry 1:
C30H51InO6PS4Si as an isolated structure, computed with wB97M-V/def2-TZVPD.

net charge	+1
ΔE to the lowest compared entry with this formula, charge and spin	49.2	kJ/mol
highest occupied orbital energy	-11.2270	eV
strongest force on any atom	0.82	eV/A
LUMO level	-2.46	eV
gap between HOMO and LUMO	8.77	eV

Last column: Löwdin charge in e.
Geometry (Å):
1 In -0.6562 -0.2968 -0.8278  0.26
2 C 0.0343 4.0369 1.1697  -0.01
3 C -0.1753 3.1454 -0.0427  -0.59
4 C 1.0509 3.1468 -0.9356  -0.01
5 C -1.4277 3.5603 -0.8021  -0.02
6 O -0.3118 1.7410 0.4061  -0.27
7 Si -1.1445 1.1851 1.7593  -0.11
8 S -0.8998 -0.9099 1.4494  0.53
9 O -2.6699 1.6770 1.5457  -0.14
10 C -3.7890 1.7927 2.4682  -0.62
11 C -3.6253 3.0850 3.2520  -0.02
12 C -3.8181 0.5811 3.3888  -0.02
13 C -5.0276 1.8388 1.5917  -0.01
14 O -0.6045 1.6713 3.1915  -0.14
15 C 0.5226 1.3691 4.0522  -0.62
16 C 0.7451 2.6176 4.8851  -0.02
17 C 0.1299 0.1883 4.9275  -0.02
18 C 1.7540 1.0415 3.2187  -0.04
19 H 0.1916 5.0628 0.8324  0.10
20 H 0.9103 3.7244 1.7431  0.08
21 H -0.8390 4.0290 1.8294  0.09
22 H 1.2042 4.1391 -1.3630  0.11
23 H 0.9318 2.4428 -1.7632  0.07
24 H 1.9412 2.8746 -0.3653  0.08
25 H -1.4009 4.6378 -0.9764  0.10
26 H -2.3217 3.3247 -0.2218  0.08
27 H -1.4956 3.0606 -1.7691  0.04
28 H -2.6956 3.0689 3.8256  0.08
29 H -4.4593 3.2138 3.9461  0.10
30 H -3.6083 3.9412 2.5722  0.09
31 H -2.9230 0.5463 4.0186  0.08
32 H -3.8750 -0.3414 2.8067  0.08
33 H -4.6896 0.6301 4.0447  0.10
34 H -4.9641 2.6733 0.8888  0.09
35 H -5.9230 1.9674 2.2041  0.10
36 H -5.1261 0.9103 1.0244  0.07
37 H -0.1537 2.8538 5.4588  0.09
38 H 0.9827 3.4696 4.2437  0.08
39 H 1.5720 2.4657 5.5826  0.10
40 H -0.7218 0.4491 5.5599  0.09
41 H 0.9632 -0.0992 5.5737  0.10
42 H -0.1386 -0.6744 4.3124  0.07
43 H 2.0105 1.8747 2.5556  0.08
44 H 1.5847 0.1471 2.6148  0.05
45 H 2.6038 0.8524 3.8793  0.10
46 O 1.4020 -0.8539 -1.1161  -0.61
47 S 2.5666 -0.3458 -0.2576  1.06
48 C 3.7216 0.2877 -1.4468  -0.38
49 C 4.5727 1.3017 -1.0339  -0.09
50 C 5.4969 1.8065 -1.9376  -0.06
51 C 5.5406 1.3047 -3.2318  -0.06
52 C 4.6660 0.2984 -3.6316  -0.05
53 C 3.7468 -0.2223 -2.7360  -0.05
54 C 3.3784 -1.8401 0.2530  -0.37
55 C 4.3345 -1.7416 1.2527  -0.08
56 C 4.9939 -2.8916 1.6571  -0.06
57 C 4.6787 -4.1122 1.0709  -0.06
58 C 3.7053 -4.1894 0.0819  -0.05
59 C 3.0432 -3.0455 -0.3370  -0.05
60 H 4.5150 1.6936 -0.0229  0.11
61 H 6.1720 2.5968 -1.6351  0.11
62 H 6.2564 1.7045 -3.9385  0.11
63 H 4.7016 -0.0804 -4.6450  0.12
64 H 3.0472 -0.9959 -3.0314  0.12
65 H 4.5623 -0.7828 1.7107  0.11
66 H 5.7459 -2.8373 2.4337  0.11
67 H 5.1905 -5.0102 1.3924  0.11
68 H 3.4594 -5.1439 -0.3652  0.11
69 H 2.2749 -3.0848 -1.1008  0.11
70 C -4.9102 -1.3906 -5.5292  -0.03
71 C -3.6879 -0.5002 -5.5148  -0.40
72 C -3.9602 0.8963 -4.9967  -0.06
73 O -2.6205 -1.1952 -4.7796  -0.28
74 P -2.2069 -1.1976 -3.2805  -0.11
75 S -1.0356 -2.6411 -2.7377  0.40
76 S -1.2135 0.6100 -2.9425  0.46
77 O -3.5986 -1.0683 -2.5519  -0.30
78 C -4.0230 -1.1426 -1.1636  -0.44
79 C -5.5344 -1.1022 -1.2141  -0.04
80 C -3.5259 -2.3666 -0.4266  -0.09
81 H -5.6721 -0.9538 -6.1775  0.09
82 H -5.3237 -1.4895 -4.5239  0.08
83 H -4.6586 -2.3816 -5.9071  0.09
84 H -3.2642 -0.4340 -6.5124  0.14
85 H -4.2977 0.8840 -3.9586  0.07
86 H -4.7517 1.3324 -5.6071  0.09
87 H -3.0808 1.5360 -5.0788  0.07
88 H -3.6700 -0.2264 -0.6816  0.12
89 H -5.9159 -2.0028 -1.6990  0.10
90 H -5.8812 -0.2291 -1.7698  0.09
91 H -5.9379 -1.0561 -0.2020  0.08
92 H -3.7870 -3.2706 -0.9813  0.10
93 H -4.0131 -2.3987 0.5520  0.10
94 H -2.4565 -2.3748 -0.2674  -0.03



Entry 2:
C40H43BCl70F2N3O9 as an isolated structure in a non-equilibrium geometry, computed with wB97M-V/def2-TZVPD.

net charge	+1
highest occupied orbital energy	-12.1716	eV
strongest force on any atom	2.64	eV/A
LUMO level	-2.08	eV
gap between HOMO and LUMO	10.09	eV

Last column: Löwdin charge in e.
Geometry (Å):
1 C 4.0740 1.4276 4.5959  -0.10
2 C 2.7456 0.6375 4.4027  -0.68
3 Cl 1.4912 1.5690 5.2599  0.69
4 C 2.5350 0.4458 2.8935  -0.12
5 C 1.7617 -0.8376 2.4850  -0.30
6 N 2.4290 -2.0395 3.0166  0.16
7 C 3.7903 -2.0483 3.1124  -0.47
8 O 4.6140 -1.7013 2.3192  0.10
9 F 4.2054 -2.5393 4.3035  0.14
10 C 1.6925 -2.7396 4.0404  -0.48
11 O 1.0927 -3.7403 3.7818  0.15
12 F 1.7155 -2.3020 5.2826  0.18
13 O 0.5648 -0.7990 3.2486  -0.01
14 C -0.5531 -0.1402 2.7033  -0.29
15 N -0.5363 1.3073 2.8193  0.12
16 C -0.8920 -0.6742 1.3087  -0.22
17 C -1.1028 -2.2116 1.4926  -0.10
18 C -2.3657 -2.6109 2.2569  -0.23
19 C -2.3280 -4.1525 2.3816  -0.57
20 Cl -3.3833 -4.6966 3.7157  0.56
21 C -2.2205 -0.1647 0.7463  -0.13
22 O -3.0472 0.3014 1.8026  -0.10
23 C -4.2627 0.8611 1.3115  -0.24
24 O -4.5309 2.1004 1.8510  -0.06
25 C -3.5520 3.0655 1.5258  -0.15
26 C -3.1526 3.8433 2.8253  -0.20
27 O -3.7390 3.2291 3.9599  -0.05
28 N 0.2576 -0.5729 0.3498  0.05
29 O 0.2620 0.4548 -0.6004  -0.02
30 C 0.3529 1.7920 -0.1070  -0.12
31 C 0.7095 2.6777 -1.3262  -0.31
32 C -0.3059 3.8121 -1.4985  -0.06
33 C 2.1589 3.1522 -1.3192  -0.39
34 C 2.5565 3.9888 -0.0847  -0.05
35 C 3.1672 2.0141 -1.6076  -0.04
36 C 1.6108 -0.8727 0.9388  -0.10
37 C 2.2934 -1.9924 0.1534  0.02
38 B 1.8169 -3.4963 0.3175  -0.67
39 O 0.8399 -3.9991 -0.5444  0.12
40 O 2.3511 -4.3320 1.2408  0.19
41 H 3.8270 2.4851 4.5311  0.07
42 H 4.8438 1.1154 3.8983  0.08
43 H 4.4031 1.2685 5.6194  0.08
44 H 2.9154 -0.2985 4.9220  0.08
45 H 3.5019 0.4923 2.3943  0.12
46 H 2.0137 1.3296 2.5271  0.11
47 H -1.3897 -0.4533 3.3228  0.16
48 H -1.2477 1.7223 2.2307  0.05
49 H -0.8327 1.5185 3.7641  0.07
50 H -1.1936 -2.7108 0.5200  0.14
51 H -0.2607 -2.6860 2.0022  0.11
52 H -2.4218 -2.2396 3.2762  0.11
53 H -3.2767 -2.3994 1.7113  0.06
54 H -1.3193 -4.5314 2.5127  0.07
55 H -2.7481 -4.5923 1.4817  0.07
56 H -2.7821 -0.9503 0.2343  0.14
57 H -2.1389 0.6568 0.0296  0.07
58 H -4.2852 0.9354 0.2145  0.11
59 H -5.0621 0.1821 1.5970  0.11
60 H -3.9634 3.7957 0.8284  0.12
61 H -2.6495 2.6222 1.1015  0.08
62 H -2.0653 3.8384 2.9476  0.11
63 H -3.5151 4.8845 2.7698  0.09
64 H -3.1237 3.3188 4.6935  0.09
65 H 0.0917 -1.3758 -0.2684  0.18
66 H -0.5800 2.1869 0.2797  0.09
67 H 1.1618 1.9042 0.6144  0.11
68 H 0.5837 2.0433 -2.2109  0.14
69 H -1.3028 3.5355 -1.1353  0.03
70 H -0.4205 4.0953 -2.5402  0.08
71 H 0.0040 4.6873 -0.9273  0.08
72 H 2.2571 3.8271 -2.1721  0.14
73 H 1.7224 4.5808 0.2851  0.07
74 H 3.3081 4.7034 -0.4129  0.09
75 H 3.0069 3.3566 0.6810  0.07
76 H 4.1607 2.3441 -1.3181  0.08
77 H 3.1444 1.8576 -2.6834  0.07
78 H 2.8503 1.1029 -1.0999  0.06
79 H 2.2083 -0.0202 0.6192  0.13
80 H 3.3794 -1.9669 0.2384  0.12
81 H 2.1173 -1.7273 -0.8924  0.10
82 H 1.2163 -4.8185 -0.9015  0.09
83 H 1.7339 -5.0279 1.4999  0.12
84 C -4.2264 2.1953 -3.3448  -2.01
85 Cl -2.8406 1.6520 -2.3737  0.58
86 Cl -3.8027 3.6907 -4.1770  0.52
87 Cl -4.6384 0.9607 -4.5283  0.53
88 Cl -5.6086 2.4771 -2.2821  0.53
89 C -5.3819 7.7514 2.6900  -2.04
90 Cl -5.3741 6.9792 1.0935  0.52
91 Cl -6.3011 9.2530 2.6100  0.52
92 Cl -6.1306 6.6674 3.8682  0.53
93 Cl -3.7163 8.1022 3.1799  0.50
94 C -8.2213 3.5692 -5.1157  -2.02
95 Cl -9.5313 4.4569 -5.8943  0.53
96 Cl -6.6930 4.4230 -5.3684  0.51
97 Cl -8.5393 3.4421 -3.3778  0.49
98 Cl -8.1112 1.9475 -5.8128  0.52
99 C -6.8637 -2.7314 1.1447  -2.02
100 Cl -7.6167 -1.4704 2.1237  0.55
101 Cl -5.7031 -3.6318 2.1312  0.53
102 Cl -8.1013 -3.8263 0.5316  0.53
103 Cl -6.0125 -1.9865 -0.2271  0.52
104 C 3.4867 -4.1490 -4.2349  -2.01
105 Cl 2.0168 -5.1167 -4.0554  0.51
106 Cl 4.0019 -4.1606 -5.9204  0.56
107 Cl 3.1670 -2.4804 -3.7369  0.53
108 Cl 4.7701 -4.8293 -3.2263  0.49
109 C 8.7743 -5.1983 -5.2912  -1.99
110 Cl 10.0729 -5.5922 -4.1572  0.49
111 Cl 9.2389 -3.7839 -6.2342  0.54
112 Cl 8.4990 -6.5594 -6.3799  0.55
113 Cl 7.2749 -4.8825 -4.3679  0.41
114 C -3.1683 1.3018 -8.5446  -2.06
115 Cl -4.7909 1.5407 -7.8891  0.49
116 Cl -3.2075 1.4688 -10.3003  0.54
117 Cl -2.0765 2.5135 -7.8587  0.51
118 Cl -2.5945 -0.3157 -8.1164  0.52
119 C -0.3661 10.1125 1.2641  -2.06
120 Cl 1.0708 9.3800 0.5377  0.51
121 Cl -1.7804 9.7508 0.2672  0.51
122 Cl -0.6067 9.4488 2.8859  0.50
123 Cl -0.1483 11.8593 1.3696  0.54
124 C 6.8297 -0.1556 -5.1228  -2.02
125 Cl 6.3153 0.0354 -6.8043  0.54
126 Cl 5.6464 0.6236 -4.0548  0.50
127 Cl 6.9310 -1.8746 -4.7313  0.42
128 Cl 8.4105 0.6002 -4.9102  0.53
129 C -9.9202 9.3577 4.1623  -2.06
130 Cl -9.8887 7.7765 3.3713  0.51
131 Cl -8.7848 9.3609 5.5168  0.51
132 Cl -9.4524 10.6046 2.9989  0.50
133 Cl -11.5492 9.6884 4.7563  0.53
134 C 7.9814 -1.2410 -0.6427  -2.02
135 Cl 9.3820 -1.7388 0.3151  0.54
136 Cl 8.3274 0.2993 -1.4292  0.52
137 Cl 7.6634 -2.4728 -1.8756  0.48
138 Cl 6.5978 -1.0470 0.4475  0.56
139 C -11.3778 -5.0986 -1.9284  -2.07
140 Cl -9.9277 -4.5903 -2.8042  0.50
141 Cl -12.6663 -5.4589 -3.0793  0.53
142 Cl -11.0113 -6.5430 -0.9778  0.52
143 Cl -11.8950 -3.7990 -0.8478  0.52
144 C 14.1855 -4.9299 -2.4350  -2.02
145 Cl 14.4154 -4.6579 -0.7012  0.47
146 Cl 12.5045 -5.3961 -2.7387  0.47
147 Cl 14.5496 -3.4451 -3.3189  0.54
148 Cl 15.2619 -6.2194 -2.9770  0.54
149 C 1.8729 -6.5808 6.2681  -2.04
150 Cl 2.7107 -7.4897 7.5262  0.54
151 Cl 0.4296 -5.8204 6.9461  0.53
152 Cl 2.9475 -5.3313 5.6271  0.57
153 Cl 1.4030 -7.6758 4.9601  0.52
154 C -13.4532 4.8657 -4.1871  -2.05
155 Cl -14.8993 3.8855 -3.9290  0.53
156 Cl -13.1856 5.0750 -5.9230  0.51
157 Cl -13.6690 6.4468 -3.4299  0.53
158 Cl -12.0547 4.0558 -3.4704  0.49
159 C -0.3111 -8.6533 -2.8342  -2.05
160 Cl 1.2966 -9.3571 -3.0185  0.54
161 Cl -1.3495 -9.1880 -4.1550  0.55
162 Cl -1.0060 -9.1542 -1.2907  0.53
163 Cl -0.1809 -6.8832 -2.8705  0.47
164 C 15.5431 -4.9427 3.7160  -2.04
165 Cl 15.2027 -4.7352 1.9901  0.46
166 Cl 14.3290 -4.0748 4.6637  0.52
167 Cl 15.4901 -6.6607 4.1206  0.53
168 Cl 17.1464 -4.2989 4.0795  0.53



The highest LUMO level belongs to which entry?
C40H43BCl70F2N3O9



The lowest strongest force on any atom belongs to which entry?
C30H51InO6PS4Si



Number 1 is which compound?
C30H51InO6PS4Si